1.
Below is a molecular structure, C28H20CsF10N5O2 in a non-equilibrium geometry, with properties calculated with ωB97M-V/def2-TZVPD.

## Properties
Charge   -2

Structure (XYZ):
```
66
Properties=species:S:1:pos:R:3:lowdin_charge:R:1
Cs 0.78 0.57 0.17 1.481
C -1.73 2.51 2.69 -0.105
N -2.72 2.04 1.72 -0.197
C -2.92 3.00 0.62 -0.203
C -1.70 3.43 -0.20 -0.249
N -1.08 2.38 -1.00 -0.103
C -1.44 2.18 -2.27 -0.233
C -0.74 1.17 -3.02 -0.159
F 0.19 0.44 -2.36 -0.150
C -0.89 0.94 -4.37 -0.171
F -0.12 0.03 -4.99 0.082
C -1.84 1.63 -5.10 -0.183
F -1.99 1.42 -6.44 0.054
C -2.61 2.55 -4.42 -0.173
F -3.58 3.22 -5.08 0.073
C -2.43 2.80 -3.07 -0.142
F -3.30 3.69 -2.52 0.041
C -2.45 0.67 1.27 -0.245
C -2.53 -0.39 2.37 -0.258
N -2.00 -1.68 1.93 0.025
C -2.80 -2.53 1.30 -0.238
C -2.25 -3.79 0.85 -0.158
F -0.93 -4.04 1.05 0.044
C -2.96 -4.77 0.21 -0.177
F -2.33 -5.92 -0.15 0.067
C -4.31 -4.64 -0.06 -0.191
F -5.01 -5.63 -0.67 0.048
C -4.90 -3.47 0.33 -0.179
F -6.22 -3.27 0.09 0.070
C -4.19 -2.47 0.97 -0.144
F -4.91 -1.35 1.27 0.038
H -1.88 2.04 3.66 0.071
H -1.83 3.59 2.82 0.080
H -0.69 2.30 2.40 0.069
H -3.37 3.91 1.06 0.105
H -3.67 2.58 -0.05 0.111
H -0.93 3.79 0.50 0.096
H -2.00 4.31 -0.78 0.095
H -1.46 0.58 0.85 -0.073
H -3.16 0.43 0.47 0.120
H -3.54 -0.41 2.79 0.102
H -1.88 -0.06 3.19 0.089
O 4.11 1.73 2.87 -0.030
C 3.34 1.75 1.90 -0.687
O 2.08 1.78 1.86 -0.377
C 4.06 1.72 0.52 -0.195
C 5.40 2.12 0.45 -0.021
C 6.05 2.11 -0.77 -0.087
C 5.37 1.66 -1.90 -0.091
C 4.06 1.25 -1.74 -0.150
N 3.41 1.29 -0.57 -0.019
H 5.88 2.42 1.37 0.107
H 7.08 2.45 -0.85 0.094
H 5.83 1.63 -2.87 0.090
H 3.49 0.88 -2.59 0.107
C 4.22 -4.27 1.73 -0.097
C 2.86 -4.12 1.92 -0.065
C 2.23 -3.00 1.40 -0.121
N 2.89 -2.06 0.71 0.049
C 4.21 -2.21 0.54 -0.144
C 4.91 -3.30 1.03 -0.084
H 4.74 -5.13 2.14 0.095
H 2.27 -4.85 2.46 0.102
H 1.16 -2.85 1.52 0.099
H 4.71 -1.42 -0.01 0.099
H 5.98 -3.37 0.86 0.092
```

***

2.
Below is 2 unconnected molecules or ions with the total composition C9H14 in a non-equilibrium geometry, with properties calculated with ωB97M-V/def2-TZVPD.

## Properties
Charge   0

Structure (XYZ):
```
23
Properties=species:S:1:pos:R:3:lowdin_charge:R:1
C 0.39 0.31 2.22 -0.050
C 1.45 -2.75 0.28 -0.086
C 1.49 -1.66 1.15 -0.052
C 0.52 -2.75 -0.75 -0.104
C 0.41 -0.79 1.18 -0.289
C -0.54 -1.88 -0.74 -0.086
C -0.65 -0.93 0.29 -0.081
H 2.12 -3.59 0.40 0.101
H 2.35 -1.60 1.80 0.109
H 0.64 -3.45 -1.57 0.098
H -1.41 -1.97 -1.38 0.103
H -0.23 1.15 1.92 0.067
H 1.40 0.64 2.45 0.075
H -1.53 -0.32 0.40 0.109
H 0.05 -0.08 3.18 0.083
C -1.02 3.12 -1.01 -0.165
C -0.58 1.84 -1.73 -0.164
H -1.20 3.92 -1.72 0.057
H -1.95 2.94 -0.49 0.057
H -0.25 3.47 -0.33 0.058
H -1.46 1.26 -2.01 0.060
H -0.12 1.20 -0.97 0.033
H 0.11 1.95 -2.57 0.067
```

***

3.
Below is C9H7Cl2IO in the gas phase in a non-equilibrium geometry, with properties calculated with ωB97M-V/def2-TZVPD.

## Properties
Charge   0

Structure (XYZ):
```
20
Properties=species:S:1:pos:R:3:lowdin_charge:R:1
C 0.00 0.62 -2.05 -0.101
C 0.73 -0.24 -1.65 -0.116
C 0.35 -0.91 1.43 -0.079
C 1.41 -0.28 1.95 -0.101
C 0.68 -2.13 0.77 -0.107
C 2.77 -0.79 1.73 -0.239
C 1.44 -1.97 -0.34 -0.723
C 3.51 -0.42 0.68 -1.125
C -0.98 1.45 -2.60 -0.134
O 1.71 -1.01 -1.21 -0.127
Cl 2.30 -3.34 -1.04 0.702
Cl 4.96 -1.20 0.21 0.602
I 3.32 1.60 -0.16 0.847
H -0.62 -0.72 1.62 0.077
H 1.39 0.59 2.42 0.060
H 0.47 -3.08 1.29 0.139
H 3.03 -1.72 2.26 0.134
H -2.07 1.23 -2.47 0.095
H -0.84 2.51 -2.17 0.100
H -0.86 1.68 -3.70 0.097
```

***

E_HOMO / eV: -1.34; -8.98; -8.70
Kohn-Sham gap / eV: 5.007; 10.008; 8.626